Entry from OMol25: a molecular structure, C20H43CeN2P3S in a non-equilibrium geometry (ωB97M-V/def2-TZVPD).

```
70
Properties=species:S:1:pos:R:3:forces:R:3:lowdin_charge:R:1
Ce -0.63439 -0.46083 -0.22714 1.1 3.1 3.2 0.700
P 1.77905 0.89094 1.27385 1.1 0.5 0.5 0.733
P -2.01592 2.00752 0.91403 -1.4 0.9 0.2 0.739
P 0.81437 1.88617 -1.70828 0.3 0.1 -0.8 0.736
H 0.55466 -5.35186 0.66734 0.5 -0.1 -0.1 0.054
C 1.46793 -5.02480 0.15953 0.5 0.4 -0.2 -0.070
C 2.37061 -4.21085 0.74601 -0.6 0.2 -0.7 -0.080
H 2.28652 -3.87364 1.78496 -0.1 -0.2 -0.4 0.046
C 2.28416 0.20540 2.88726 -0.2 -0.5 0.3 -0.260
C 1.63618 2.67258 1.74073 -0.3 -0.1 -0.2 -0.244
C 3.45151 0.85775 0.49684 -0.2 -0.2 -0.4 -0.249
C -3.71317 1.67094 0.27079 0.3 -0.3 -0.2 -0.250
C -2.51661 2.28465 2.66375 0.4 -0.4 0.3 -0.248
C -1.80500 3.76828 0.42997 0.5 -0.3 -0.2 -0.237
C 2.01993 0.85451 -2.64387 -0.2 0.0 0.0 -0.245
C 1.55728 3.53528 -2.03879 0.1 0.5 0.5 -0.233
C -0.60301 1.98524 -2.85770 0.0 0.0 -0.2 -0.265
H 1.64034 -5.42191 -0.86767 -0.2 0.5 0.9 0.065
H 3.21086 -3.79603 0.17183 -0.2 -0.5 0.4 0.053
H 2.10061 -0.87056 2.88754 0.1 0.0 0.2 0.046
H 1.71880 0.65544 3.70556 0.0 -0.1 -0.2 0.011
H 3.34719 0.36684 3.08673 -0.2 0.1 -0.1 0.067
H 0.79406 2.79946 2.43269 0.1 0.0 -0.1 0.033
H 1.44721 3.28120 0.84868 0.1 0.0 0.2 0.015
H 2.54784 3.03678 2.23735 -0.2 -0.3 -0.2 0.080
H 3.59790 -0.15162 0.08817 0.2 0.3 0.0 0.053
H 4.23389 1.05114 1.24824 -0.4 0.0 -0.3 0.068
H 3.53488 1.59089 -0.31449 0.0 -0.2 0.2 0.030
H -4.34083 2.55808 0.44456 0.1 -0.4 -0.1 0.075
H -4.13074 0.80964 0.81650 0.0 0.3 -0.2 0.061
H -3.67469 1.43851 -0.80498 -0.3 0.1 0.2 0.044
H -3.20142 3.14472 2.73013 0.3 -0.3 -0.2 0.075
H -1.63054 2.49574 3.27755 -0.3 0.0 0.0 0.031
H -3.03201 1.39475 3.05288 0.2 0.3 0.0 0.056
H -2.66569 4.34582 0.78682 0.2 -0.1 -0.1 0.069
H -1.72481 3.84730 -0.65875 0.0 0.1 0.2 0.040
H -0.89106 4.15362 0.89540 -0.2 0.1 -0.2 0.044
H 1.73836 0.88344 -3.70342 0.3 -0.1 0.2 0.065
H 2.00565 -0.18479 -2.29642 0.2 0.0 -0.2 0.032
H 3.03073 1.26449 -2.50822 -0.3 -0.3 -0.1 0.060
H 1.58903 3.73303 -3.11985 -0.1 -0.3 0.2 0.080
H 2.58146 3.59915 -1.65544 -0.2 -0.1 0.0 0.056
H 0.97436 4.33959 -1.57448 0.1 -0.2 0.0 0.054
H -0.32823 1.52431 -3.81100 -0.3 0.2 0.0 0.064
H -0.85046 3.04224 -3.00617 -0.2 -0.3 -0.1 0.067
H -1.47335 1.47322 -2.44739 -0.4 0.0 -0.2 -0.001
C -1.24752 -2.83270 -3.87063 0.4 -1.6 -1.5 -0.480
C -2.22195 -2.77423 -4.89055 -0.1 0.9 0.6 -0.077
C -2.01787 -3.38500 -6.13816 0.0 0.1 0.5 -0.036
C -0.85541 -4.11084 -6.39200 -0.2 0.2 0.3 -0.026
C -0.01221 -4.38721 -5.31192 -0.2 0.2 0.0 -0.036
C -0.22258 -3.77998 -4.06400 0.5 0.3 0.0 -0.093
S -1.22619 -1.72221 -2.42556 0.6 -1.7 -0.7 0.811
H -0.17614 -2.22662 -1.56756 -1.1 -0.6 -1.9 -0.081
H -3.13638 -2.22257 -4.70016 0.0 0.1 -0.3 0.114
H -2.79225 -3.29451 -6.90401 0.3 0.1 0.3 0.132
H -0.64579 -4.46304 -7.40631 -0.1 -0.1 0.5 0.134
H 0.82185 -5.07526 -5.46446 -0.2 0.3 0.3 0.129
H 0.44075 -4.05730 -3.25556 0.2 0.2 0.0 0.097
C -0.10536 0.59094 5.54208 0.2 0.3 -0.2 0.016
N -0.77979 -0.47138 4.74166 0.4 0.8 -0.4 -0.133
C -1.27459 -1.62760 5.49806 -0.4 -0.8 0.0 0.016
C -0.78767 -0.48012 3.44133 -0.1 -0.7 -1.3 -0.220
N -0.82552 -0.60262 2.25553 -0.1 0.2 2.0 0.002
H -0.37718 0.43588 6.58326 -0.1 0.1 -0.1 0.103
H -0.43575 1.59064 5.24538 0.0 -0.2 -0.1 0.095
H 0.98666 0.51544 5.47653 -0.3 -0.1 0.0 0.089
H -2.31627 -1.83814 5.23745 0.2 0.0 0.0 0.111
H -0.65574 -2.50973 5.31416 -0.1 0.1 0.0 0.110
H -1.22059 -1.37362 6.55382 -0.1 -0.1 -0.1 0.102
```
Forces are in eV/Å.

Calculated values
energy above the lowest of the compared OMol25 structures with the same formula, charge and spin = 0.00 kcal per mole
expectation value of S² = 0.7515
spin multiplicity = 2
E = -76021.164 eV
total charge = +3
HOMO-LUMO gap (alpha / beta) = 6.6 / 6.6 eV